# C5F15InO15S5

A molecular structure, C5F15InO15S5 (the ωB97M-V functional and the def2-TZVPD basis, OMol25).

Values from the calculation:
- Charge: -2
- Relative energy (zero: lowest compared OMol25 entry of this formula, charge and spin): 64.8 kcal per mole
- Gap between HOMO and LUMO: 0.1201 hartree
- LUMO: -1.6 eV

Last column: Mulliken charge in e.
CARTESIAN COORDINATES (ANGSTROEM)
In  -0.43521  -0.34850  -0.48667  1.776
C  3.36824  3.41590  -1.01379  0.478
F  3.76175  2.37783  -0.28889  -0.207
F  4.05459  4.48897  -0.60021  -0.223
F  3.69051  3.18361  -2.29298  -0.225
S  1.48937  3.64890  -0.83754  1.039
O  0.91006  2.28880  -0.85897  -0.430
O  1.25541  4.35803  0.40472  -0.599
O  1.17783  4.33893  -2.08790  -0.603
C  -4.27915  2.80592  -0.74913  0.516
F  -4.43656  2.90611  -2.07156  -0.230
F  -5.16783  3.64718  -0.20482  -0.217
F  -4.49646  1.56378  -0.32085  -0.218
S  -2.54438  3.28516  -0.22069  1.080
O  -2.20054  4.48724  -0.95732  -0.583
O  -2.68907  3.43897  1.21966  -0.668
O  -1.70805  2.12859  -0.58167  -0.526
C  -0.09803  -4.85427  1.50692  0.443
F  0.94219  -5.68157  1.43857  -0.207
F  -0.75934  -5.00790  0.35371  -0.200
F  -0.92875  -5.17850  2.48228  -0.200
S  0.34664  -3.00505  1.73795  1.257
O  0.93580  -2.90968  3.05463  -0.579
O  1.17913  -2.52670  0.62558  -0.637
O  -0.93865  -2.30731  1.60558  -0.708
C  3.27892  0.80426  3.24825  0.569
F  3.58164  -0.40093  3.74607  -0.216
F  3.69166  1.69124  4.15929  -0.242
F  3.91151  1.05598  2.12286  -0.187
S  1.38969  0.96231  3.08690  0.970
O  1.01711  0.15912  1.91753  -0.255
O  0.96579  0.32505  4.32280  -0.607
O  1.05789  2.35575  2.98110  -0.567
C  -1.65608  -4.31951  -3.56503  0.505
F  -0.78754  -4.63025  -4.52333  -0.214
F  -2.85910  -4.34407  -4.11442  -0.208
F  -1.54733  -5.15582  -2.55902  -0.159
S  -1.19925  -2.56754  -3.01312  1.165
O  -2.34231  -1.93302  -2.32618  -0.673
O  -0.03972  -2.72355  -2.14027  -0.585
O  -0.89240  -1.82347  -4.20005  -0.625

=====

# C5H10

A molecular structure, C5H10 (the ωB97M-V functional and the def2-TZVPD basis, OMol25).

Values from the calculation:
- Charge: 0
- Relative energy (zero: lowest compared OMol25 entry of this formula, charge and spin): 121.5 kcal per mole
- Gap between HOMO and LUMO: 0.3905 hartree
- LUMO: 1.1 eV

Last column: Mulliken charge in e.
CARTESIAN COORDINATES (ANGSTROEM)
C  0.79502  -1.05024  1.67410  -1.294
C  0.63228  -1.43285  0.11695  -0.480
C  0.06166  -0.31738  -0.73823  -0.346
C  -0.34525  0.79308  -0.29536  -0.107
C  -1.05055  1.88004  -1.18677  -1.003
H  -0.34958  -1.00400  1.96351  0.248
H  1.24670  -0.25814  1.85876  0.470
H  1.18333  -1.81074  2.40105  0.282
H  -0.23193  -2.14861  0.17013  0.260
H  1.51622  -1.59005  -0.30117  0.475
H  0.19759  -0.55225  -1.96001  0.036
H  -0.50982  0.93987  0.55704  0.689
H  -0.37727  2.94674  -1.07076  0.211
H  -0.82885  1.43334  -2.43880  0.220
H  -1.93956  2.17122  -0.75044  0.340

=====

# C5H10

2 unconnected molecules or ions with the total composition C5H10 (the ωB97M-V functional and the def2-TZVPD basis, OMol25).

Values from the calculation:
- Charge: 0
- Relative energy (zero: lowest compared OMol25 entry of this formula, charge and spin): 77.5 kcal per mole
- SMILES: C=CC.C=C
- Gap between HOMO and LUMO: 0.3920 hartree
- LUMO: 1.1 eV

Last column: Mulliken charge in e.
CARTESIAN COORDINATES (ANGSTROEM)
C  -0.88439  1.66129  1.08069  -0.722
C  -1.39688  2.22118  -0.02792  0.058
C  -0.81404  3.53766  -0.50135  -0.961
H  -1.21495  0.73303  1.44515  0.311
H  -0.15105  2.36551  1.62135  0.167
H  -2.06472  1.69602  -0.62090  0.362
H  -1.73811  4.27667  -0.66376  0.217
H  -0.22142  4.09019  0.13443  0.339
H  -0.28554  3.56257  -1.51650  0.229
C  1.92716  -4.55292  -0.31425  -0.460
C  1.15243  -3.44716  -0.09037  -0.454
H  1.72850  -5.16041  -1.17265  0.257
H  2.25897  -5.09783  0.71541  0.186
H  0.30340  -3.08057  -0.75247  0.189
H  1.40063  -2.80524  0.66314  0.281

=====

# C5H10

A single C5H10 molecule (the ωB97M-V functional and the def2-TZVPD basis, OMol25).

Values from the calculation:
- Charge: 0
- Relative energy (zero: lowest compared OMol25 entry of this formula, charge and spin): 23.3 kcal per mole
- SMILES: C/C=C/CC
- Gap between HOMO and LUMO: 0.3804 hartree
- LUMO: 1.3 eV

Last column: Mulliken charge in e.
CARTESIAN COORDINATES (ANGSTROEM)
C  2.66125  -0.22837  -0.00122  -1.138
C  1.29379  0.41846  -0.09719  -0.137
C  0.09277  -0.17854  0.00616  -0.259
C  -1.24656  0.55562  0.07939  -0.243
C  -2.49661  -0.33517  -0.05205  -1.174
H  3.45862  0.52950  0.07432  0.307
H  2.76428  -0.80514  0.88253  0.333
H  2.86426  -0.88425  -0.84767  0.275
H  1.31164  1.50403  -0.16819  0.315
H  0.19004  -1.31333  0.19986  0.224
H  -1.21365  1.27740  -0.74645  0.294
H  -1.28940  1.14315  1.00593  0.270
H  -3.44560  0.26681  -0.14012  0.313
H  -2.42224  -0.95117  -0.97921  0.298
H  -2.52257  -0.99901  0.78391  0.321

=====

# C5H10

A single C5H10 molecule (the ωB97M-V functional and the def2-TZVPD basis, OMol25).

Values from the calculation:
- Charge: 0
- Relative energy (zero: lowest compared OMol25 entry of this formula, charge and spin): 24.3 kcal per mole
- SMILES: CC=C(C)C
- Gap between HOMO and LUMO: 0.3592 hartree
- LUMO: 1.1 eV

Last column: Mulliken charge in e.
CARTESIAN COORDINATES (ANGSTROEM)
C  0.21419  1.58353  1.37976  -1.029
C  -0.49516  0.38348  0.83499  -0.446
C  -0.17412  -0.27116  -0.31691  1.006
C  -1.11722  -1.26687  -0.93051  -1.361
C  1.29239  -0.43827  -0.70745  -1.263
H  -0.18468  2.48577  0.91064  0.243
H  0.01648  1.62951  2.45751  0.297
H  1.29572  1.54738  1.27609  0.320
H  -1.55176  0.34825  1.09701  0.255
H  -2.07586  -1.45332  -0.44853  0.360
H  -0.60927  -2.21571  -1.06504  0.309
H  -1.34523  -0.94011  -1.94769  0.303
H  1.40785  -1.45632  -1.06958  0.361
H  1.92046  -0.13510  0.11463  0.347
H  1.40623  0.19893  -1.58493  0.297

=====

# C5H10

2 unconnected molecules or ions with the total composition C5H10 (the ωB97M-V functional and the def2-TZVPD basis, OMol25).

Values from the calculation:
- Charge: 0
- Relative energy (zero: lowest compared OMol25 entry of this formula, charge and spin): 64.9 kcal per mole
- SMILES: C=CC.C=C
- Gap between HOMO and LUMO: 0.3863 hartree
- LUMO: 1.1 eV

Last column: Mulliken charge in e.
CARTESIAN COORDINATES (ANGSTROEM)
C  2.68267  0.88812  0.03765  -0.767
C  1.41271  0.71101  0.53736  0.301
C  0.80250  1.49807  1.64292  -0.912
H  2.99211  0.32426  -0.85553  0.256
H  3.32064  1.68108  0.42992  0.233
H  0.68398  0.02847  -0.02110  0.069
H  1.40792  2.38183  1.73238  0.313
H  0.79663  0.81615  2.49964  0.246
H  -0.25221  1.74239  1.37381  0.266
C  -1.83293  -1.52689  -1.50409  -0.403
C  -2.97375  -1.57079  -0.84105  -0.438
H  -0.91916  -1.74682  -0.89836  0.191
H  -1.73873  -1.82374  -2.60048  0.218
H  -2.95090  -1.29810  0.26200  0.184
H  -3.88756  -2.10263  -1.15900  0.242